Below is a structure of composition C33H32BeF3MgN3O20S2, with properties calculated with ωB97M-V/def2-TZVPD.

Element x y z (Å)
C  5.04021  -2.88719  -1.93597
C  5.11866  -1.41702  -2.23193
N  6.03763  -1.00735  -2.99553
C  4.09555  -0.51690  -1.53311
C  3.13328  0.23956  -2.35295
C  1.84389  0.49586  -2.08007
C  1.01898  0.06202  -0.91736
O  0.34424  0.82662  -0.28639
N  1.08235  -1.32120  -0.58326
C  0.93072  -2.15918  -1.73300
O  1.55188  -3.15511  -1.84914
F  0.07664  -1.79285  -2.69383
C  1.27480  1.36464  -3.15577
O  0.15525  1.55562  -3.48730
O  2.39744  1.94970  -3.74060
C  3.34574  0.93677  -3.69414
O  4.08170  0.65059  -4.57161
H  5.55840  -3.07140  -0.97987
H  5.56356  -3.46704  -2.69244
H  4.00055  -3.19799  -1.80870
H  6.05267  0.02307  -3.11826
H  3.50432  -1.12521  -0.82254
H  4.66607  0.24561  -0.97538
H  0.31811  -1.54522  0.07047
O  4.58162  0.98854  0.84163
H  4.09384  1.28611  1.62108
F  4.87078  2.78404  3.79610
C  3.78584  3.50555  4.13225
C  3.62784  4.76671  3.59227
C  2.50157  5.50291  3.93142
C  1.55918  4.97751  4.80565
C  1.74112  3.70896  5.33972
C  2.85939  2.96103  4.99959
H  4.37658  5.15746  2.91645
H  2.35881  6.48918  3.50989
H  0.68328  5.55547  5.06805
H  1.00970  3.29769  6.02229
H  3.01407  1.96653  5.39643
Mg  3.93366  -1.41768  1.06801
F  -1.53106  5.30074  3.33412
C  -1.71836  4.79470  2.09271
C  -0.71251  4.05389  1.50778
C  -0.91655  3.53415  0.23597
C  -2.11186  3.77091  -0.43147
C  -3.10902  4.52295  0.17434
C  -2.91440  5.03500  1.44941
H  0.21397  3.88692  2.04269
H  -0.14487  2.94666  -0.23079
H  -2.26354  3.36600  -1.42339
H  -4.04052  4.71162  -0.34401
H  -3.68152  5.61690  1.94424
C  8.94586  -3.31222  -3.27909
O  7.69332  -3.28163  -3.32058
O  9.50102  -2.04571  -2.91129
O  9.74977  -4.21715  -3.49700
H  8.66528  -1.56722  -2.81772
C  -3.90761  -5.19074  -2.47076
C  -2.95145  -4.32199  -3.30025
C  -1.64396  -4.19849  -2.50616
S  -1.52145  -5.67438  -1.49835
O  -1.62296  -5.25169  -0.13601
O  -0.45270  -6.50280  -1.98525
C  -3.09004  -6.38976  -1.99547
H  -4.77732  -5.50377  -3.04911
H  -4.26127  -4.62198  -1.60809
H  -2.75499  -4.80847  -4.25842
H  -3.37747  -3.34160  -3.51324
H  -0.77769  -4.13595  -3.15815
H  -1.66405  -3.34610  -1.83236
H  -3.53651  -6.91030  -1.15194
H  -2.89198  -7.08992  -2.80700
O  -1.09494  -5.23012  3.66822
S  -0.02201  -4.39898  3.12492
O  0.74943  -3.74432  4.21102
O  -0.56639  -3.33825  2.23829
O  0.92596  -5.23790  2.33809
Be  6.65144  1.33990  -1.70829
C  2.01906  -7.54135  0.75041
O  2.52095  -6.67449  0.04383
O  0.82142  -7.91924  0.69583
O  2.63804  -8.22116  1.60929
C  -6.71141  3.92391  2.49355
C  -7.50136  2.83814  2.14032
C  -8.51148  2.99068  1.20382
C  -8.71056  4.23383  0.63248
C  -7.93810  5.32796  0.97587
C  -6.93243  5.16732  1.91470
N  -9.76825  4.39613  -0.37872
O  -10.44656  3.42570  -0.64811
O  -9.90113  5.49241  -0.88627
H  -5.91959  3.80101  3.22072
H  -7.32813  1.87148  2.59218
H  -9.12873  2.14994  0.92516
H  -8.11224  6.29128  0.52065
H  -6.31651  6.01117  2.19447

- Total charge: -2
- Orbital gap: 0.1014 Eh

---

Below is a structure of composition C33H32BrF6N5NaO8PS4, with properties calculated with ωB97M-V/def2-TZVPD.

Element x y z (Å)
Na  0.27356  -0.48954  -0.54147
C  3.43192  -7.25943  0.62868
C  2.39102  -6.21603  0.94130
C  1.81371  -6.13488  2.20570
C  0.89297  -5.14341  2.50588
C  0.53806  -4.20923  1.54390
C  1.09712  -4.28850  0.27940
C  2.01457  -5.28518  -0.01834
S  -0.62722  -2.88531  1.94349
O  0.10279  -2.06905  2.90426
O  -1.78119  -3.59646  2.47936
N  -0.88407  -2.07739  0.64785
C  -1.92505  -2.61826  -0.24167
C  -2.35239  -1.64164  -1.35646
O  -3.41425  -1.90488  -1.95389
O  -1.61025  -0.64683  -1.59018
H  3.40869  -8.07129  1.35754
H  4.43372  -6.82455  0.64557
H  3.27809  -7.68893  -0.36248
H  2.09682  -6.85629  2.96604
H  0.44356  -5.08184  3.48870
H  0.82272  -3.55113  -0.46312
H  2.45985  -5.31872  -1.00632
H  -2.82984  -2.88830  0.30909
H  -1.60696  -3.54416  -0.75081
F  6.04117  -0.92147  0.08454
C  4.91666  -0.19420  0.04557
F  4.86545  0.53810  1.16345
F  4.99470  0.61926  -1.00207
S  3.43617  -1.30308  -0.05425
O  2.34640  -0.48269  0.40432
O  3.82708  -2.44944  0.70280
N  3.37716  -1.67548  -1.57810
S  2.69821  -0.87499  -2.74303
O  1.41539  -0.29012  -2.43427
O  3.61183  -0.10563  -3.53611
C  2.26771  -2.31599  -3.80827
F  3.36385  -2.96947  -4.21329
F  1.62273  -1.87760  -4.89632
F  1.48024  -3.17669  -3.16804
C  0.10680  0.95262  4.02708
P  -0.59058  0.92812  2.32940
C  -1.14267  2.68839  2.19448
C  -2.40749  3.15521  2.55366
C  -2.75083  4.48903  2.37298
C  -1.83273  5.38285  1.83812
C  -0.56862  4.93207  1.48333
C  -0.23147  3.59701  1.65451
C  -2.21777  0.13724  2.58401
C  -2.70273  -0.31905  3.80290
C  -3.94273  -0.94097  3.88013
C  -4.70782  -1.11821  2.73882
C  -4.22279  -0.68529  1.51093
C  -2.98439  -0.07015  1.43964
H  0.35836  -0.07661  4.28310
H  -0.57351  1.38482  4.76376
H  1.02395  1.54180  3.99963
H  -3.13541  2.46336  2.95867
H  -3.74375  4.82938  2.64525
H  -2.10626  6.42085  1.68675
H  0.15387  5.61114  1.04618
H  0.74059  3.24962  1.32282
H  -2.10129  -0.22573  4.69713
H  -4.29527  -1.31736  4.83321
H  -5.66022  -1.63160  2.79697
H  -4.77197  -0.87993  0.59800
H  -2.57797  0.19261  0.47170
Br  -0.90202  1.39899  -5.05935
C  -2.00066  1.66696  -3.52005
C  -3.21551  1.01569  -3.45121
C  -3.97729  1.23462  -2.32015
C  -3.49425  2.08130  -1.33620
C  -2.24286  2.64538  -1.50091
N  -1.49385  2.44863  -2.59003
H  -3.51617  0.31339  -4.21172
H  -4.90777  0.70002  -2.19081
H  -4.04448  2.25713  -0.42232
H  -1.80604  3.27095  -0.73085
C  3.91212  5.65138  -1.63477
N  2.80789  5.00216  -2.29174
C  2.14307  5.45042  -3.42522
C  1.18453  4.54671  -3.70298
N  1.27884  3.56110  -2.75251
C  2.26277  3.82112  -1.86607
S  2.71555  2.90502  -0.54739
H  4.47030  6.23713  -2.36385
H  4.55143  4.88612  -1.19990
H  3.56643  6.30413  -0.83070
H  2.40938  6.36809  -3.91583
H  0.43707  4.51848  -4.47351
H  0.63156  2.79096  -2.63485

- Total charge: -2
- Energy above the lowest of the compared OMol25 structures with the same formula, charge and spin: 31.4 kcal per mole
- Orbital gap: 0.2348 Eh

---

Below is a structure of composition C33H32Cl5N4O3RbS2Te, with properties calculated with ωB97M-V/def2-TZVPD.

Element x y z (Å)
Rb  -0.56482  0.58862  -2.27596
Cl  3.23094  -6.55430  -2.37329
C  2.69467  -4.91594  -2.08989
C  3.62684  -3.94536  -1.70007
C  3.19723  -2.66865  -1.48309
Cl  4.35697  -1.45983  -1.03149
C  1.82043  -2.22184  -1.63037
O  1.48985  -1.04312  -1.41466
C  0.91901  -3.28116  -2.03955
C  -0.48662  -3.02950  -2.26783
O  -1.09175  -1.98057  -2.18496
C  1.37783  -4.58708  -2.25733
H  4.66829  -4.20627  -1.57514
H  -1.03982  -3.95589  -2.55796
H  0.66844  -5.34219  -2.57542
C  2.70984  -1.82075  2.14186
C  1.80715  -2.35780  3.25293
C  1.95228  -3.88734  3.26474
C  2.28773  -1.79678  4.59995
C  0.34482  -1.97455  3.05005
C  -0.62679  -2.49348  3.91999
C  -1.97101  -2.20256  3.77311
C  -2.35584  -1.36134  2.73989
S  -3.94567  -0.87075  2.24994
C  -3.20236  0.04477  0.89458
N  -1.91846  0.00119  0.88837
C  -1.39927  -0.79817  1.87626
C  -0.05161  -1.12086  2.03533
C  -4.04632  0.67411  -0.10465
C  -5.44283  0.70210  0.06473
C  -6.24745  1.21011  -0.93455
C  -5.67213  1.70948  -2.10071
C  -4.28932  1.70248  -2.25351
C  -3.45381  1.17077  -1.27363
H  3.73049  -2.17184  2.30144
H  2.72574  -0.73213  2.12203
H  2.38035  -2.17809  1.16725
H  3.00586  -4.15853  3.35959
H  1.57553  -4.30426  2.33041
H  1.41057  -4.34511  4.09265
H  3.34299  -2.03490  4.75291
H  1.71745  -2.21811  5.42923
H  2.16936  -0.71299  4.62043
H  -0.33505  -3.15272  4.72817
H  -2.71185  -2.63138  4.43618
H  0.63927  -0.69860  1.32034
H  -5.88835  0.30893  0.97595
H  -7.32407  1.21830  -0.80803
H  -6.31071  2.09564  -2.89150
H  -3.85676  2.10546  -3.16717
S  2.42655  3.17683  -3.26005
C  2.18959  3.15230  -1.57368
N  2.51170  1.92481  -0.89141
C  3.35929  2.15296  0.19691
C  2.99801  3.17078  0.98765
C  1.71991  3.80361  0.54004
N  1.84148  4.15373  -0.84406
H  2.74564  1.15262  -1.50347
H  4.24143  1.54018  0.32044
H  3.59980  3.56869  1.79051
H  1.40141  4.66398  1.13077
C  1.12502  1.86048  2.76985
Te  0.23978  2.16430  0.70456
C  -1.26626  3.19496  1.81933
H  0.45302  1.28753  3.41428
H  1.29257  2.83585  3.23711
H  2.08320  1.34314  2.74584
H  -0.91832  4.18861  2.09730
H  -1.47487  2.62240  2.72015
H  -2.15988  3.26302  1.20493
C  -1.01235  4.28982  -1.27433
O  -0.78484  2.93373  -1.04663
H  -0.22419  4.73354  -1.89285
H  -1.06092  4.87352  -0.33790
H  -1.97247  4.41672  -1.79613
Cl  -1.45201  3.39148  -8.09163
C  -1.32683  1.71333  -7.74058
Cl  -3.28582  0.91369  -8.43244
Cl  -0.18885  0.86280  -8.71765
C  -1.32431  1.34888  -6.38103
N  -1.39375  0.98444  -5.29347

- Total charge: -2
- Energy above the lowest of the compared OMol25 structures with the same formula, charge and spin: 81.3 kcal per mole
- Orbital gap: 0.0856 Eh

---

In the order shown, the computed HOMO energy values come out to -2.78 -2.73 -1.04 eV.